ORCA calculation (ωB97M-V with the def2-TZVPD basis set) on a molecular structure, C14H35BNO10S2.

Geometry as XYZ:
```
63
Properties=species:S:1:pos:R:3:forces:R:3:nbo_charge:R:1
C 0.0900 2.4807 2.6735 0.86 -0.03 0.20 -0.25
C 0.1504 2.2441 1.4838 0.57 -0.08 -0.82 -0.04
C 0.4008 1.9441 -0.0238 -0.75 1.23 0.80 -0.48
C -0.8845 1.4229 -0.7802 -0.07 -1.05 0.22 -0.39
C -1.5919 0.1571 -0.0774 -0.62 1.77 -0.45 -0.68
S -0.6587 -1.3947 -0.4080 0.15 -3.50 -3.53 2.14
O -1.5132 -2.2036 -1.3621 0.62 1.58 2.56 -0.99
O 0.5799 -1.0741 -1.1835 -1.17 0.79 2.26 -0.98
N -0.4054 -2.3845 0.9220 0.63 3.09 -0.07 -1.09
S 0.3337 -1.6127 2.2140 -2.03 -2.23 2.75 1.93
O 0.6439 -2.6905 3.2146 0.48 0.91 -2.07 -0.98
O -0.5114 -0.6153 2.9159 0.96 -0.34 -1.95 -0.96
B 2.0440 -0.8927 1.8031 1.46 0.95 -0.07 0.91
O 2.4752 0.1424 2.6910 -0.76 -0.87 -1.74 -0.93
O 2.8217 -1.3740 0.7456 -1.33 1.81 1.36 -0.72
C 3.7505 -0.3968 0.2409 1.65 -0.49 -1.19 -0.28
H 0.2911 2.6231 3.7640 -0.72 -0.28 -1.76 0.25
H 0.6902 2.9398 -0.4963 -0.24 -1.21 0.56 0.22
H 1.2896 1.2635 -0.1341 -1.12 0.41 0.12 0.25
H -0.5890 1.1073 -1.8209 -0.23 0.35 1.08 0.24
H -1.6833 2.2168 -0.8939 1.03 -0.69 0.37 0.21
H -2.5969 0.0760 -0.5993 1.42 -0.44 0.62 0.25
H -1.8226 0.3605 1.0057 0.73 -0.50 -0.92 0.27
H 2.5500 0.9884 2.2072 0.07 -0.44 0.47 0.50
H 4.4862 -0.9675 -0.4178 -0.98 0.60 0.79 0.19
H 4.3737 0.1057 1.0261 -1.17 -0.64 -0.58 0.21
H 3.2747 0.3677 -0.4540 0.21 -0.93 1.08 0.18
C 2.9296 -5.8560 1.7636 -0.08 -0.15 -0.01 -0.64
C 3.9836 -4.8973 2.2830 -0.37 0.22 -0.16 -0.06
O 4.0412 -3.7372 1.4652 0.30 -0.21 0.14 -0.73
H 3.1513 -6.1472 0.7339 0.08 0.00 0.07 0.20
H 2.8804 -6.7560 2.3824 -0.05 0.00 -0.02 0.19
H 1.9455 -5.3800 1.7566 0.05 -0.01 0.12 0.23
H 4.9696 -5.3680 2.2689 0.03 0.14 -0.06 0.15
H 3.7603 -4.5932 3.3111 0.01 -0.18 0.08 0.16
H 3.1700 -3.3203 1.4886 0.16 0.01 -0.16 0.49
C 6.4292 3.3452 -0.8535 -0.03 0.10 -0.10 -0.63
C 6.0366 3.0873 0.5885 0.26 -0.26 -0.20 -0.06
O 5.5325 1.7643 0.7349 0.17 0.39 0.06 -0.72
H 5.5705 3.2079 -1.5143 0.01 0.06 0.09 0.22
H 6.8118 4.3608 -0.9788 0.02 -0.05 -0.04 0.21
H 7.1979 2.6379 -1.1774 0.06 0.08 0.05 0.20
H 5.2543 3.7806 0.9013 -0.04 -0.19 0.06 0.18
H 6.8962 3.2127 1.2551 0.00 0.20 0.00 0.15
H 6.2315 1.1544 0.4656 -0.14 0.06 0.06 0.47
C -5.1287 -1.5705 -3.1364 -0.07 -0.14 0.04 -0.63
C -4.0990 -0.5887 -2.6124 -0.22 0.07 -0.31 -0.08
O -4.0724 0.5786 -3.4297 0.02 0.12 -0.13 -0.74
H -4.8982 -1.8530 -4.1664 0.09 -0.01 0.08 0.21
H -5.1566 -2.4724 -2.5208 -0.02 0.02 -0.03 0.22
H -6.1260 -1.1185 -3.1443 -0.01 -0.02 0.10 0.18
H -3.1046 -1.0361 -2.6235 -0.04 0.12 0.04 0.23
H -4.3312 -0.2930 -1.5834 -0.05 -0.18 0.07 0.14
H -4.9562 0.9715 -3.4036 0.23 0.08 0.16 0.47
C -7.4584 2.0354 -0.2607 0.00 -0.08 0.10 -0.63
C -6.4861 2.9241 -1.0115 -0.32 -0.13 -0.04 -0.06
O -6.3375 2.4719 -2.3536 0.08 -0.03 -0.24 -0.73
H -7.1083 1.0008 -0.2591 0.06 0.09 0.04 0.22
H -7.5751 2.3696 0.7725 -0.04 -0.04 -0.03 0.21
H -8.4396 2.0402 -0.7445 -0.01 0.10 0.07 0.19
H -5.5034 2.8995 -0.5388 0.01 -0.02 -0.21 0.19
H -6.8370 3.9610 -1.0263 0.06 0.04 0.16 0.15
H -7.2075 2.5038 -2.7705 0.15 -0.01 0.07 0.46
```
Positions in Å, forces in eV/Å.

The multiplicity is 1. The frontier orbital gap is 7.981 eV. As for the total charge: -1. The calculation puts the HOMO energy at -5.67 eV. The LUMO energy is 2.3133 eV.


ORCA calculation (ωB97M-V with the def2-TZVPD basis set) on 2 unconnected molecules or ions with the total composition CF4NO4S2.

Geometry as XYZ:
```
12
Properties=species:S:1:pos:R:3:forces:R:3:nbo_charge:R:1
C -2.1362 -0.0731 0.2143 1.03 1.18 0.83 0.70
N 0.5702 -0.8785 0.1805 0.85 -0.16 -0.27 -0.57
O 3.7430 -0.4741 1.0797 -0.35 -0.08 -0.03 -0.91
O 2.9605 0.6267 -0.9391 -0.14 0.00 0.16 -0.90
O 0.1027 1.4832 0.7254 -0.40 -1.41 -0.69 -0.93
O -0.5061 0.7830 -1.5765 0.72 -0.01 -1.14 -0.93
F -2.8126 0.9939 0.6862 0.22 0.30 0.40 -0.35
F -2.8006 -0.3865 -0.8938 0.11 -1.16 0.04 -0.33
F -2.2285 -1.0223 1.1912 -0.09 0.24 -1.21 -0.34
F 0.6194 -1.8477 -0.9051 -0.41 0.90 0.43 -0.29
S 2.7372 0.3639 0.4622 1.06 0.07 -0.08 1.69
S -0.2491 0.4316 -0.2250 -2.60 0.14 1.55 2.15
```
Positions in Å, forces in eV/Å.

The multiplicity is 1. The value obtained for the energy relative to the best compared isomer or geometry (same formula, charge and spin) is 0.000 eV. The frontier orbital gap is 9.233 eV. As for the total charge: -1. The calculation puts the HOMO energy at -5.81 eV. The LUMO energy is 3.4267 eV.


| no. | molecular weight (g/mol) |
| --- | --- |
| 1 | 452.38 |
| 2 | 230.14 |